(1)
ORCA calculation (ωB97M-V with the def2-TZVPD basis set) on 8 unconnected molecules or ions with the total composition C8H32N16O8 in a non-equilibrium geometry.

Last column: natural (NBO) charge in e.
CARTESIAN COORDINATES (ANGSTROEM)
C  0.016  -3.515  -1.223  0.791
O  0.941  -3.091  -0.533  -0.722
N  -0.893  -2.652  -1.754  -0.866
N  -0.153  -4.841  -1.490  -0.836
H  -0.787  -1.685  -1.443  0.446
H  -1.586  -2.865  -2.447  0.390
H  0.550  -5.432  -1.088  0.407
H  -0.694  -5.130  -2.283  0.393
C  0.016  1.139  -5.211  0.771
O  -1.035  1.749  -5.300  -0.664
N  0.437  0.490  -4.079  -0.886
N  0.929  1.079  -6.239  -0.866
H  -0.216  0.353  -3.327  0.414
H  1.198  -0.169  -4.220  0.414
H  1.830  0.658  -6.099  0.398
H  0.588  1.264  -7.162  0.401
C  1.550  0.813  4.681  0.800
O  0.744  1.152  3.817  -0.727
N  2.473  -0.177  4.501  -0.835
N  1.530  1.375  5.917  -0.828
H  3.036  -0.547  5.242  0.398
H  2.446  -0.635  3.611  0.398
H  0.713  1.891  6.196  0.433
H  2.260  1.221  6.587  0.387
C  -0.064  0.189  0.314  0.800
O  -0.517  -0.011  -0.830  -0.772
N  0.618  -0.793  0.959  -0.856
N  -0.123  1.376  0.950  -0.857
H  1.032  -0.597  1.851  0.383
H  0.835  -1.613  0.404  0.434
H  -0.617  2.163  0.554  0.434
H  0.246  1.496  1.884  0.428
C  -2.516  0.214  5.298  0.777
O  -1.926  0.729  6.244  -0.702
N  -3.844  -0.166  5.366  -0.860
N  -1.941  0.015  4.084  -0.873
H  -4.138  -0.909  4.757  0.388
H  -4.292  -0.028  6.253  0.398
H  -1.018  0.377  3.913  0.423
H  -2.465  -0.421  3.333  0.414
C  -3.339  -0.795  0.850  0.787
O  -2.833  -1.491  1.722  -0.685
N  -3.321  0.577  0.906  -0.847
N  -3.888  -1.319  -0.282  -0.840
H  -2.690  1.060  1.518  0.421
H  -3.872  1.096  0.248  0.389
H  -3.940  -2.322  -0.282  0.404
H  -4.518  -0.793  -0.858  0.391
C  3.404  -1.091  -3.050  0.785
O  2.978  -1.073  -4.200  -0.699
N  2.547  -0.856  -1.994  -0.840
N  4.688  -1.396  -2.735  -0.830
H  2.803  -1.007  -1.032  0.391
H  1.657  -1.265  -2.234  0.409
H  5.358  -1.633  -3.441  0.412
H  4.902  -1.475  -1.759  0.389
C  0.328  3.748  -1.493  0.782
O  -0.379  3.936  -0.504  -0.711
N  0.459  2.518  -2.052  -0.848
N  1.046  4.746  -2.088  -0.843
H  1.122  2.317  -2.777  0.405
H  -0.039  1.782  -1.583  0.424
H  0.962  5.716  -1.854  0.404
H  1.402  4.556  -3.010  0.381

Computed properties:
**Total charge**: 0

=====

(2)
ORCA calculation (ωB97M-V with the def2-TZVPD basis set) on 7 unconnected molecules or ions with the total composition C8H32N2O7 in a non-equilibrium geometry.

Last column: natural (NBO) charge in e.
CARTESIAN COORDINATES (ANGSTROEM)
O  8.434  -18.909  11.070  -0.943
H  9.310  -19.105  10.737  0.472
H  7.845  -19.411  10.506  0.471
O  5.262  -14.757  11.448  -0.937
H  5.939  -15.416  11.602  0.471
H  5.628  -14.192  10.768  0.466
O  7.216  -25.506  10.044  -0.935
H  7.908  -26.065  9.690  0.467
H  7.429  -24.629  9.725  0.468
O  12.118  -21.258  9.694  -0.939
H  12.208  -21.483  8.768  0.470
H  12.548  -21.976  10.158  0.470
O  5.490  -20.332  7.580  -0.939
H  5.104  -19.518  7.257  0.470
H  5.136  -21.010  7.004  0.469
C  15.846  -17.837  12.951  -0.618
C  16.959  -17.920  11.911  -0.070
C  17.928  -19.098  12.174  -0.058
O  19.086  -19.202  11.287  -0.541
C  19.966  -20.318  11.580  -0.251
N  16.280  -18.037  10.579  -0.807
H  16.224  -17.605  13.947  0.209
H  15.363  -18.813  12.896  0.199
H  15.078  -17.113  12.681  0.211
H  17.592  -17.040  12.030  0.196
H  17.430  -20.061  12.285  0.158
H  18.289  -18.942  13.191  0.160
H  19.408  -21.254  11.608  0.165
H  20.575  -20.226  12.479  0.168
H  20.685  -20.435  10.768  0.194
H  15.581  -18.765  10.571  0.345
H  15.692  -17.217  10.634  0.339
C  2.495  -25.243  14.817  -0.614
C  2.770  -23.886  14.190  -0.067
C  4.144  -23.260  14.662  -0.074
O  4.087  -22.729  15.979  -0.541
C  5.370  -22.114  16.274  -0.255
N  2.681  -24.086  12.778  -0.795
H  3.259  -25.977  14.561  0.193
H  1.523  -25.687  14.601  0.220
H  2.572  -25.125  15.898  0.213
H  1.953  -23.232  14.493  0.189
H  4.377  -22.434  13.990  0.152
H  4.923  -24.013  14.545  0.158
H  6.216  -22.741  15.993  0.169
H  5.265  -21.942  17.345  0.201
H  5.497  -21.218  15.667  0.170
H  3.039  -23.211  12.421  0.340
H  3.420  -24.724  12.519  0.341

Computed properties:
**Total charge**: 0

=====

Frontier orbital gap: 9.5; 9.6 (eV)
HOMO level: -9.108; -9.452 (eV)
Energy above the lowest of the compared OMol25 structures with the same formula, charge and spin: 0.0; 50.8 (kcal per mole)